[1]
32
Properties=species:S:1:pos:R:3 method="wB97M-V/def2-TZVPD" smiles=Cc1ccc(O)cc1.Cc1ccc(O)cc1 lumo_energy_ev=0.586 e_above_lowest_kj_mol=129.0 spin_multiplicity=1 energy_ev=-18871.2979 gap_ev=8.542
C 0.9136 -2.3333 1.7166
C -1.1139 -1.6475 0.6337
O 2.4029 0.4048 -3.0526
H -0.1281 4.0718 -2.3926
H -1.8737 -1.8177 -0.1300
C 0.4544 -1.8395 2.9405
C -1.5338 -1.1328 1.8691
H 1.9305 -2.6943 1.7131
C 0.5390 0.3624 -1.5925
C 1.3630 1.0646 -2.4321
C 0.9944 2.3300 -2.9415
H 2.4822 -0.5189 -2.8162
H -2.1337 2.7393 0.5137
H 1.1263 -3.4836 -0.5298
H -0.8984 0.5269 4.3031
H -1.1042 0.3444 -0.2991
H 0.8086 -0.6386 -1.2825
H -0.7494 -0.9818 5.1625
H -2.2364 3.8920 -0.7992
C -0.6253 0.9660 -1.0408
H 1.0458 -2.1306 3.8024
H 1.7202 2.8734 -3.5208
C -1.5559 3.1824 -0.3130
C 0.1089 -2.2905 0.5718
C -1.1903 -0.5129 4.2809
C -0.7506 -1.1670 3.0122
H -2.2788 -0.4211 4.4252
C 0.0667 3.0175 -2.2040
H -0.8437 3.8261 0.2366
C -0.6355 2.3335 -1.1786
O 0.4931 -2.7802 -0.6571
H -2.5590 -0.7449 1.9682

---

[2]
32
Properties=species:S:1:pos:R:3 method="wB97M-V/def2-TZVPD" smiles=Cc1ccc(O)cc1.Cc1ccc(O)cc1 lumo_energy_ev=0.725 e_above_lowest_kj_mol=128.9 spin_multiplicity=1 energy_ev=-18871.2984 gap_ev=9.062
H 0.8401 -0.2851 -2.1757
C -0.9538 3.2266 -1.2526
H -2.4647 3.3640 2.4792
H -0.9952 -4.3418 0.4186
H 1.4592 -4.1837 2.9535
H 0.5460 1.5450 -3.1036
C -0.0772 -3.0257 -0.9731
C 1.3936 -2.0632 1.1130
H -1.5422 3.4960 -2.1342
H 1.6128 1.3053 -0.3407
C 0.6132 -1.8263 -1.1144
H -2.9838 1.6425 1.9070
H 0.4172 -2.9179 3.5519
H 2.0161 -0.4692 -0.2658
H 2.0628 -1.7418 1.9223
C -0.2182 -3.5782 0.3176
C -1.2409 2.5700 1.0211
O 0.7946 2.3392 -2.6058
C 0.0007 2.0210 0.9934
H -0.6825 -3.4711 -1.7504
O 0.4120 -1.1373 -2.2617
C -1.7575 3.2105 -0.1258
C 0.2367 2.4444 -1.3597
C -2.1938 2.3373 2.1686
C 0.4981 -3.6867 2.7604
H 0.4278 1.5965 1.8857
C 1.4667 -1.3716 -0.0785
H -1.7924 1.7586 3.0179
H -0.3087 -4.3829 2.9908
C 0.7564 1.9349 -0.2035
H -2.7252 3.6797 -0.0848
C 0.5180 -3.1159 1.4020

---

[3]
38
Properties=species:S:1:pos:R:3 method="wB97M-V/def2-TZVPD" lumo_energy_ev=-4.080 e_above_lowest_kj_mol=13.3 spin_multiplicity=1 energy_ev=-113951.3479 total_charge=+1 gap_ev=6.692
H 0.4641 2.2120 -2.7070
H 4.0419 0.1190 -2.6616
H -2.4135 -1.8673 2.8265
C 0.2680 -2.3065 3.3574
H 1.7989 2.8245 -1.7049
H 1.6786 -0.9912 -3.7460
As 1.7725 0.3352 -1.6758
C 3.6654 0.0385 -1.6428
H 0.6286 -2.4203 4.3800
C -1.8652 -0.6374 -1.7279
S -1.4224 -1.5031 -0.2908
C 1.5035 2.0742 -2.4331
H -2.3657 2.4064 2.7291
H 1.1299 -2.3350 2.6892
S -1.3765 1.7169 -0.4762
C -2.0981 1.3889 -3.0344
C -0.4455 1.4760 3.1403
C 1.0473 -0.9851 -2.8572
H 4.1363 0.7902 -1.0133
Ir -0.8435 0.1894 1.1697
C -0.4662 -1.0085 3.2105
C -1.8309 0.6976 -1.8099
C -2.1909 -1.4582 -2.8548
N -2.2537 1.9984 -3.9973
N -2.4116 -2.1560 -3.7413
C 0.2131 0.2351 3.3154
H -3.6090 0.2729 2.6801
C -1.8569 -0.9487 2.9655
H 1.2869 0.2263 3.4583
H 0.0307 -0.7265 -3.1380
S 1.3677 0.1140 0.4446
C -2.5463 0.2734 2.8771
H 3.8666 -0.9560 -1.2506
C -1.8371 1.4796 2.9076
H 1.0685 -1.9566 -2.3696
H -0.3787 -3.1499 3.1262
H 0.1112 2.4002 3.1773
H 2.1320 2.1374 -3.3225

---

[4]
39
Properties=species:S:1:pos:R:3 method="wB97M-V/def2-TZVPD" lumo_energy_ev="0.408 / -0.058" e_above_lowest_kj_mol=0.0 spin_multiplicity=2 energy_ev=-60807.3173 gap_ev="6.193 / 7.816"
H -0.3407 1.0922 4.9595
H 1.6124 -3.4874 -0.6618
H -1.7060 -0.3561 3.8325
H 3.0510 -0.2343 -3.1295
C 0.4970 -1.7334 -1.5642
Cl -0.5411 2.5306 -0.7778
N -1.7061 -0.2312 2.8299
N 1.8442 0.7296 1.1665
C 3.8967 1.9497 1.0592
Hg 0.0856 -0.7316 0.2839
H 0.2301 2.6265 4.3243
Cl -0.2425 4.4403 1.4329
H 1.4160 3.1782 0.3490
H 0.4411 0.0847 -2.9122
H 3.2102 0.4634 -0.3341
C 1.4874 1.3755 2.3161
C 2.3705 2.3396 2.8730
C 3.5546 2.6196 2.2463
H 4.8243 2.1444 0.5413
C 2.3770 -0.8675 -2.5697
H 0.7533 4.4820 -0.6907
N -0.4919 0.0812 2.2533
C 0.2231 1.0464 2.8682
C 2.7647 -2.0438 -1.8277
H -0.4495 -2.2029 -1.8205
H -3.9268 -0.6907 3.8367
C 0.5231 3.6970 0.0187
H 2.1188 2.8554 3.7873
C 1.0354 -0.6887 -2.4484
H 4.2253 3.3566 2.6699
C -0.3372 1.7371 4.0725
C -2.7586 -0.6904 2.1440
H 3.7732 -2.4222 -1.7413
C 1.6591 -2.5832 -1.2506
C 3.0045 1.0147 0.5766
H -1.3660 2.0511 3.8807
H -4.6527 -1.2947 2.4154
S -2.8245 -0.8339 0.4776
N -3.8069 -1.0983 2.9226

---

[5]
42
Properties=species:S:1:pos:R:3 method="wB97M-V/def2-TZVPD" smiles="CC(C)[C@H](NS(=O)(=O)c1cccc(C(F)(F)F)c1)C(=O)OCC(N)=O" lumo_energy_ev=0.296 e_above_lowest_kj_mol=99.6 spin_multiplicity=1 energy_ev=-47000.2773 gap_ev=10.265
N 0.6173 3.4050 -1.0163
C 3.6154 -0.5595 0.0522
C -0.1755 3.7797 0.0002
O -0.6412 4.8863 0.1297
H -2.2302 -0.1936 -1.5739
F 3.9158 1.7322 0.5254
C 4.4913 0.5193 0.6282
H -4.0362 -2.1148 -0.5501
C 1.5248 -1.7003 0.0685
F 4.7377 0.3341 1.9349
H 1.2367 -3.2082 -1.4010
H 0.9516 2.4546 -1.0920
C 2.3616 -0.7534 0.6177
C 4.0270 -1.3226 -1.0320
F 5.6830 0.6150 0.0253
C -3.7332 -1.8020 0.4487
H -3.6592 1.6195 -0.0481
C 3.1781 -2.2865 -1.5524
H -4.9254 0.6598 0.7107
C -3.0828 -0.4187 0.4140
H -2.7140 -0.1877 1.4163
H -0.9221 3.0795 1.9000
C 1.9184 -2.4725 -1.0062
H 3.4991 -2.8837 -2.3916
H -3.0575 -2.5431 0.8711
O 0.2791 0.6439 -0.6398
N -1.0944 -1.6089 -0.5961
O -0.3476 -0.8760 1.7224
C -4.1087 0.6323 -0.0058
C -0.4309 2.6545 1.0238
H 0.5182 2.1854 1.2992
S -0.1239 -1.8945 0.7378
H -4.6210 -1.7658 1.0751
H 2.0239 -0.1749 1.4627
C -1.8777 -0.3902 -0.5512
O -0.3051 -3.2692 1.1008
H -4.5210 0.3915 -0.9843
C -0.8551 0.6889 -0.2132
H -1.6253 -2.4283 -0.8461
H 5.0029 -1.1613 -1.4642
H 0.8383 4.0753 -1.7344
O -1.3322 1.6588 0.5343

---

[6]
37
Properties=species:S:1:pos:R:3 method="wB97M-V/def2-TZVPD" lumo_energy_ev=-5.465 e_above_lowest_kj_mol=47.5 spin_multiplicity=1 energy_ev=-46100.5432 total_charge=+1 gap_ev=6.836
H -0.6577 1.6501 -2.4708
C -2.0067 -2.6067 -0.4772
C -0.1829 2.4251 2.3768
H -2.2756 2.8355 1.8808
C 1.0806 1.3614 -1.2161
H -2.7989 -1.9500 -0.8449
N -0.1149 -1.4539 0.3578
H 0.8889 -1.2901 0.3646
S -1.3666 1.6217 0.0371
H 0.0212 -2.9229 -1.1641
C 3.2246 1.3139 -2.3446
H 0.3384 3.2927 2.7961
F 0.9055 -1.3976 3.0342
F -1.1617 -0.6187 3.0083
C -0.6213 -2.0712 -0.8670
H -2.6273 -1.7611 1.4161
H 3.1486 1.4444 -4.4998
C 0.3185 1.3110 0.0132
H -1.0905 3.8318 0.9842
C 2.4895 1.3040 -1.1659
C 0.4265 1.5133 -2.4550
S 1.1402 1.5012 1.5048
H -0.5581 1.7753 3.1792
C -1.2852 2.8436 1.4179
H 4.3132 1.2579 -2.2952
H -2.1807 -3.6195 -0.8530
H 2.9918 1.2698 -0.1962
C -0.5654 -2.3129 1.4269
H 0.0241 -3.2493 1.4002
C 1.1697 1.5197 -3.6314
H -0.6525 -1.3674 -1.7037
C -2.0204 -2.6002 1.0553
H -2.3815 -3.5159 1.5291
F -0.7632 -2.6455 3.7580
C -0.3927 -1.7313 2.8120
H 0.6548 1.6210 -4.5880
C 2.5676 1.4207 -3.5795

---

[7]
38
Properties=species:S:1:pos:R:3 method="wB97M-V/def2-TZVPD" smiles="CC(C)NC(=O)c1ccc(COCC(F)(F)C(F)F)cc1" lumo_energy_ev=0.539 e_above_lowest_kj_mol=1178.2 spin_multiplicity=1 energy_ev=-31237.3433 gap_ev=9.532
F -1.6880 -2.2045 5.0630
H -0.6758 -1.8447 3.0414
H 3.3541 0.6854 -4.7646
C -0.3038 1.2395 -0.2352
H -0.8050 2.1676 -0.6487
H 2.6946 1.7873 -6.0969
C 1.3014 -0.5313 -5.5880
C 2.5178 1.5165 -5.0660
H -3.0332 -0.5094 3.7073
H 2.7803 2.2287 -4.3124
C 0.0351 -0.4902 1.3203
H -0.7170 1.7081 1.7651
C -0.1554 -0.6671 2.8900
C 0.6279 -1.3631 0.4539
C 0.4588 -0.8558 -0.8373
H -0.7000 0.9566 5.6295
H 0.8093 -2.3557 0.7738
O -0.7791 1.5213 -3.1636
F -4.4261 -0.7597 5.1628
C -0.6357 0.9378 0.9993
H 0.2928 -0.5224 5.3544
F -1.8919 -0.7989 6.7659
H 2.0868 -1.3444 -5.2361
N 1.1047 0.4615 -3.4724
C 0.1473 1.0738 -2.7256
C -3.1944 -0.5645 4.7001
H 0.9797 -0.9734 3.1911
C 1.0758 0.6901 -4.8784
C -1.7113 -0.8031 5.3719
H 0.2699 -1.1318 -5.3648
C -0.6900 -0.1288 4.9747
H 0.7639 -1.6639 -1.6722
F -3.2967 0.9997 5.1399
H 0.6347 1.5140 -4.9997
O -0.4591 0.2871 3.7081
C 0.0798 0.3170 -1.3234
H 1.8525 -0.2334 -2.9474
H 1.2955 -0.3460 -6.6797